Entry 1:
The following is a DFT calculation (ωB97M-V/def2-TZVPD) of C40H79Br20F4NO7SSi2 as an isolated structure at a distorted geometry.

Properties
**Kohn-Sham gap**: 8.275 eV
**Multiplicity**: 1
**HOMO level**: -8.27 eV

Element x y z (Å)
C  -2.2126  0.9028  1.3402
C  -3.1385  2.0474  1.7972
C  -4.5290  1.5607  2.1441
O  -5.2663  1.3266  0.9747
C  -6.6637  1.1894  1.2267
Si  -7.1499  -0.6655  1.1373
C  -7.8206  -1.1143  2.8675
C  -9.3227  -1.2209  2.9691
F  -9.8556  -2.1743  2.1264
C  -8.4355  -0.7825  -0.2429
C  -7.7339  -0.6251  -1.5978
O  -7.8567  0.7376  -1.9728
C  -8.3232  -1.4896  -2.7271
F  -9.1137  -0.8301  -3.5179
F  -8.9301  -2.5712  -2.3192
F  -7.3155  -1.8901  -3.5030
O  -5.7119  -1.4668  0.8463
Si  -5.7147  -3.1240  0.5737
S  -4.9476  -3.3857  -1.4241
C  -4.5215  -3.8691  1.8466
C  -3.0416  -3.8968  1.3853
C  -2.1077  -3.5654  2.5775
C  -1.1697  -4.7208  2.9489
C  -0.1994  -5.1113  1.8387
C  0.5528  -3.9310  1.2182
C  2.0774  -3.9919  1.4600
C  2.5724  -2.6000  1.1530
O  4.0104  -2.4824  1.3366
C  4.2923  -1.2152  0.9448
C  4.4169  -0.9923  -0.5358
O  4.3818  -0.3296  1.6974
C  -7.3890  -4.0098  0.8246
O  -7.1086  -5.4507  0.7624
N  -6.9704  -5.8999  -0.5807
O  -7.9784  -6.2747  -1.0158
H  -2.8404  0.0820  1.0015
H  -1.5173  0.5972  2.1185
H  -1.6147  1.2416  0.4974
H  -2.6909  2.5981  2.6113
H  -3.2585  2.7299  0.9556
H  -4.9914  2.3127  2.7902
H  -4.4431  0.6156  2.6983
H  -6.9867  1.6491  2.1629
H  -7.1673  1.7285  0.4230
H  -7.4849  -0.3362  3.5490
H  -7.3054  -2.0224  3.1843
H  -9.8333  -0.2723  2.8297
H  -9.5717  -1.5318  3.9838
H  -9.1013  -1.6352  -0.1810
H  -9.0649  0.1015  -0.1320
H  -6.6623  -0.8113  -1.5196
H  -7.4859  0.8625  -2.8532
H  -4.1526  -4.4531  -1.2159
H  -4.6865  -3.3020  2.7610
H  -4.8689  -4.8893  1.9921
H  -2.8523  -4.9005  1.0125
H  -2.8633  -3.2261  0.5501
H  -2.6735  -3.3300  3.4739
H  -1.5713  -2.6532  2.3208
H  -0.6583  -4.4249  3.8640
H  -1.8078  -5.5572  3.2348
H  -0.7370  -5.6620  1.0710
H  0.5381  -5.7985  2.2481
H  0.3746  -3.9156  0.1438
H  0.2292  -2.9619  1.5928
H  2.4871  -4.6995  0.7424
H  2.2918  -4.2921  2.4814
H  2.0619  -1.8934  1.8045
H  2.3653  -2.4299  0.0973
H  5.3794  -1.3483  -0.9004
H  4.3372  0.0609  -0.7507
H  3.6440  -1.5481  -1.0593
H  -7.8268  -3.8734  1.8019
H  -8.1192  -3.8325  0.0389
Br  4.7279  3.5741  -3.3828
C  4.3414  4.3799  -1.6563
C  4.3459  3.3570  -0.5544
Br  2.7201  2.2887  -0.5581
H  3.3933  4.8984  -1.7535
H  5.1353  5.1072  -1.5043
H  4.3632  3.8442  0.4183
H  5.1774  2.6617  -0.6230
Br  3.4285  -8.1035  0.1704
C  3.0323  -8.6623  1.9930
C  1.9895  -9.7484  2.0243
Br  0.2124  -9.0277  1.7051
H  2.7311  -7.7719  2.5359
H  3.9762  -9.0271  2.3922
H  1.9427  -10.2043  3.0109
H  2.1568  -10.5193  1.2793
Br  -4.0266  -0.5898  4.7060
C  -2.1665  -0.4464  5.2711
C  -1.2659  -1.2892  4.4140
Br  -1.4030  -3.1781  4.8732
H  -2.1326  -0.7213  6.3203
H  -1.9151  0.6075  5.1632
H  -0.2213  -1.0250  4.5815
H  -1.4914  -1.2048  3.3544
Br  9.5395  2.9572  -3.1627
C  8.2766  2.3464  -4.5148
C  8.5085  3.0251  -5.8384
Br  7.8321  4.8496  -5.8277
H  7.2832  2.5243  -4.1169
H  8.4457  1.2752  -4.6008
H  7.9565  2.5190  -6.6275
H  9.5567  3.0803  -6.1132
Br  3.2926  -3.9272  -1.5743
C  2.6799  -5.5391  -2.4790
C  1.1905  -5.5123  -2.6903
Br  0.2360  -5.8979  -1.0374
H  3.0074  -6.3817  -1.8782
H  3.2046  -5.5504  -3.4320
H  0.8887  -6.2934  -3.3850
H  0.8288  -4.5530  -3.0479
Br  6.7599  7.1159  -0.0876
C  8.2310  5.8881  -0.4553
C  8.7958  5.3069  0.8119
Br  9.9202  6.5901  1.7474
H  8.9632  6.4407  -1.0343
H  7.8008  5.1035  -1.0760
H  9.4474  4.4657  0.5856
H  8.0288  4.9912  1.5117
Br  5.7024  7.3493  -10.2382
C  5.2670  8.1096  -8.5000
C  5.2616  7.0590  -7.4228
Br  3.6507  5.9685  -7.4984
H  4.3112  8.6119  -8.6060
H  6.0439  8.8468  -8.3086
H  5.2453  7.5208  -6.4371
H  6.1058  6.3792  -7.4871
Br  5.1695  10.7364  -3.9224
C  4.8044  11.5608  -2.1969
C  4.7948  10.5425  -1.0892
Br  3.1511  9.4989  -1.0922
H  3.8619  12.0896  -2.2935
H  5.6081  12.2785  -2.0473
H  4.8194  11.0337  -0.1188
H  5.6166  9.8364  -1.1562
Br  -1.0821  3.1914  4.4403
C  0.8067  3.3588  4.8770
C  1.6645  2.5476  3.9419
Br  1.5623  0.6457  4.3468
H  0.9098  3.0606  5.9152
H  1.0369  4.4177  4.7814
H  2.7117  2.8169  4.0610
H  1.3819  2.6542  2.8993
Br  -3.3108  -0.3874  -1.3650
C  -1.5106  0.3139  -1.1348
C  -0.5360  -0.3347  -2.0804
Br  -0.0683  -2.1289  -1.4873
H  -1.2478  0.1653  -0.0925
H  -1.5891  1.3799  -1.3403
H  0.4028  0.2168  -2.0987
H  -0.9191  -0.4257  -3.0915

---

Entry 2:
The following is a DFT calculation (ωB97M-V/def2-TZVPD) of C40H79NO14Rb as an isolated structure at a distorted geometry.

Properties
**Kohn-Sham gap**: 4.475 eV
**Multiplicity**: 1
**HOMO level**: -3.04 eV
**Net charge**: -1
**Energy above the lowest of the compared OMol25 structures with the same formula, charge and spin**: 0.0000 eV

Element x y z (Å)
Rb  -2.9258  -14.1202  2.0150
O  -5.8755  -10.5282  0.9953
C  -4.8004  -11.3363  0.9253
O  -3.6919  -11.0787  1.4565
O  -4.9795  -12.4296  0.3924
H  -6.4209  -11.2160  0.6066
C  2.2455  -11.0041  0.7618
C  2.1895  -11.6578  2.2037
C  2.9143  -10.6794  3.1157
C  2.5203  -10.7747  4.6422
C  1.0381  -10.7920  4.7652
C  0.3207  -11.9415  3.9754
N  0.7464  -11.8064  2.5598
O  0.0947  -12.7824  1.6411
C  -1.1759  -11.4317  4.1522
C  0.5276  -13.2299  4.7699
C  3.0570  -12.9415  2.1819
H  3.2611  -11.2286  0.4358
H  2.0633  -9.9294  0.7567
H  1.6761  -11.3305  -0.1085
H  2.5199  -9.6899  2.8843
H  4.0033  -10.6352  3.1274
H  3.0828  -9.9449  5.0703
H  3.0694  -11.6651  4.9484
H  0.6463  -9.7970  4.5539
H  0.7824  -10.9088  5.8183
H  -1.4813  -11.5450  5.1924
H  -1.8573  -11.9518  3.4789
H  -1.2710  -10.4202  3.7572
H  0.1420  -13.1340  5.7849
H  1.5634  -13.5135  4.9563
H  0.1098  -14.1068  4.2753
H  4.0966  -12.7241  1.9370
H  2.6094  -13.6484  1.4832
H  3.0369  -13.5883  3.0590
C  1.5855  -11.4433  8.4850
C  2.9302  -11.3969  9.1672
O  3.1026  -11.8236  10.3160
C  4.0889  -10.9315  8.2577
H  0.7213  -11.5776  9.1356
H  1.7127  -12.2480  7.7610
H  1.4264  -10.5679  7.8553
H  4.9653  -11.4999  8.5693
H  4.2094  -9.8746  8.4955
H  3.7874  -11.1032  7.2244
C  -2.1216  -14.5974  7.2249
C  -1.0197  -15.0724  8.1403
O  -0.7815  -14.5504  9.2235
C  -0.1512  -16.1553  7.6227
H  -2.0286  -14.9542  6.1992
H  -2.3791  -13.5478  7.3666
H  -3.0409  -15.0891  7.5432
H  0.3303  -16.6691  8.4547
H  0.6775  -15.6961  7.0837
H  -0.6866  -16.9499  7.1031
C  -3.6841  -7.9108  5.2924
C  -5.2442  -7.9376  5.3562
O  -5.8322  -7.2064  6.1532
C  -6.0152  -8.9886  4.6075
H  -3.3762  -8.9541  5.2232
H  -3.2435  -7.5128  6.2065
H  -3.4542  -7.4189  4.3472
H  -7.0065  -9.3378  4.8968
H  -5.2869  -9.7993  4.5868
H  -5.9704  -8.6260  3.5806
C  -5.5755  -12.2796  6.7552
C  -5.3381  -12.6509  5.2770
O  -4.2253  -13.0510  4.9535
C  -6.4658  -12.6025  4.3672
H  -4.6276  -12.5417  7.2252
H  -6.3676  -12.9675  7.0510
H  -5.8245  -11.2197  6.8088
H  -6.1764  -11.9604  3.5353
H  -7.2802  -12.0009  4.7710
H  -6.8098  -13.5321  3.9139
C  1.8721  -16.3770  2.2144
C  1.0220  -17.2837  3.0453
O  1.2652  -17.5239  4.2426
C  -0.1322  -18.0680  2.4037
H  2.4422  -16.9322  1.4695
H  2.4762  -15.7267  2.8471
H  1.2630  -15.6944  1.6218
H  -0.3797  -18.8533  3.1179
H  0.2771  -18.4625  1.4737
H  -1.0256  -17.4502  2.3120
C  -1.3495  -8.9832  9.9330
C  -2.0071  -9.2948  8.5552
O  -3.1724  -9.6450  8.4256
C  -1.0765  -9.2513  7.3589
H  -1.9236  -9.3790  10.7708
H  -1.2670  -7.8971  9.9725
H  -0.3283  -9.3643  9.9448
H  -0.0918  -8.8528  7.6032
H  -1.3490  -8.8408  6.3866
H  -0.8913  -10.2952  7.1057
C  6.0830  -15.5921  3.4338
C  7.1121  -15.4390  2.3085
O  6.7935  -15.3956  1.1590
C  8.5911  -15.2629  2.7512
H  6.6272  -15.3060  4.3339
H  5.7586  -16.6319  3.4732
H  5.2396  -14.9279  3.2454
H  9.2541  -15.7122  2.0118
H  8.8017  -15.8676  3.6332
H  8.7989  -14.2038  2.9038
C  5.7114  -12.7081  -0.4535
C  4.6224  -13.3634  -1.3085
O  4.2253  -12.8430  -2.3725
C  4.1858  -14.7719  -0.9558
H  5.8505  -13.2850  0.4608
H  5.5710  -11.6519  -0.2236
H  6.7064  -12.6483  -0.8943
H  3.2988  -14.7925  -0.3225
H  4.9295  -15.2537  -0.3211
H  3.9612  -15.3561  -1.8482
C  1.8888  -6.3007  6.2360
C  2.6989  -6.9163  7.3847
O  2.0610  -7.2751  8.3656
C  4.1736  -7.1335  7.2661
H  2.5397  -6.2289  5.3647
H  1.6872  -5.2374  6.3661
H  0.9774  -6.8583  6.0200
H  4.5200  -7.3537  8.2758
H  4.7132  -6.2022  7.0937
H  4.4227  -7.9858  6.6338
C  5.7270  -8.2301  0.8096
C  5.7174  -7.0436  1.7398
O  4.6374  -6.5614  2.1936
C  7.0038  -6.6306  2.3006
H  5.5250  -7.8725  -0.2001
H  4.9448  -8.9067  1.1539
H  6.6646  -8.7859  0.8148
H  7.7866  -6.7297  1.5487
H  7.3500  -7.2728  3.1105
H  7.1120  -5.5808  2.5732

---

Entry 3:
The following is a DFT calculation (ωB97M-V/def2-TZVPD) of a 10-piece molecular cluster, C40H79NO39S9 overall at a distorted geometry.

Properties
**SMILES string**: CCCCCCCCCCCCCCCCCOC(=O)CC(=O)N(C)C.O=S1(=O)OCCO1.O=S1(=O)OCCO1.O=S1(=O)OCCO1.O=S1(=O)OCCO1.O=S1(=O)OCCO1.O=S1(=O)OCCO1.O=S1(=O)OCCO1.O=S1(=O)OCCO1.O=S1(=O)OCCO1
**Kohn-Sham gap**: 9.585 eV
**Multiplicity**: 1
**HOMO level**: -9.72 eV

Element x y z (Å)
C  0.4076  3.3089  -3.1630
C  1.3952  3.2972  -4.3353
C  2.3858  2.1239  -4.3188
C  1.6338  0.8447  -4.7098
C  2.5191  -0.4113  -4.7714
C  2.0440  -1.3576  -5.9040
C  1.4767  -2.6770  -5.3477
C  0.4019  -3.3652  -6.2079
C  -1.0013  -3.1018  -5.6707
C  -1.5759  -1.6911  -5.9633
C  -1.8354  -0.9231  -4.6692
C  -1.9517  0.5936  -4.8948
C  -3.2517  1.2118  -4.4004
C  -3.4136  1.2655  -2.8547
C  -2.1233  1.0899  -2.0663
C  -1.9670  -0.3310  -1.5130
C  -0.5348  -0.7237  -1.2152
O  -0.1973  -0.5859  0.1937
C  0.6074  -1.6201  0.5839
O  0.1797  -2.4355  1.4070
C  1.9655  -1.6654  -0.0975
C  2.9932  -2.5680  0.5820
O  2.7197  -3.6031  1.1865
N  4.3682  -2.1526  0.4388
C  4.7115  -1.0642  1.3439
C  4.7363  -1.8768  -0.9466
H  -0.5366  3.7073  -3.5165
H  0.7640  3.8771  -2.3106
H  0.2041  2.2986  -2.8272
H  0.7938  3.1611  -5.2327
H  1.8907  4.2579  -4.4345
H  2.7977  1.9971  -3.3197
H  3.1859  2.3054  -5.0331
H  1.1364  1.0283  -5.6556
H  0.9042  0.6788  -3.9213
H  2.4005  -0.9470  -3.8365
H  3.5550  -0.1410  -4.9488
H  1.2480  -0.8776  -6.4624
H  2.8350  -1.5890  -6.6093
H  2.3188  -3.3655  -5.3003
H  1.0991  -2.5430  -4.3387
H  0.5720  -4.4352  -6.1102
H  0.4883  -3.1354  -7.2654
H  -1.7100  -3.8123  -6.0797
H  -0.9522  -3.2357  -4.5941
H  -0.9284  -1.1296  -6.6275
H  -2.5360  -1.8424  -6.4443
H  -2.7912  -1.2635  -4.2754
H  -1.0616  -1.1546  -3.9426
H  -1.0807  1.1255  -4.5327
H  -1.9232  0.7331  -5.9748
H  -4.0534  0.5850  -4.7832
H  -3.4126  2.1755  -4.8690
H  -4.2017  0.5879  -2.5512
H  -3.7918  2.2565  -2.6205
H  -1.2489  1.4349  -2.5918
H  -2.2012  1.7094  -1.1828
H  -2.5041  -0.3237  -0.5675
H  -2.4548  -1.0792  -2.1246
H  -0.3992  -1.7742  -1.4620
H  0.1470  -0.1145  -1.8070
H  1.8030  -1.9986  -1.1174
H  2.3552  -0.6564  -0.0682
H  4.7620  -1.4579  2.3532
H  4.0063  -0.2296  1.3464
H  5.7058  -0.6963  1.1361
H  4.1532  -1.0862  -1.4256
H  4.7413  -2.7828  -1.5394
H  5.7633  -1.5287  -0.9397
C  -2.7786  -4.2149  3.4489
C  -2.3655  -3.9186  2.0316
O  -3.4860  -4.3537  1.2343
S  -4.8366  -4.1264  2.0534
O  -5.4312  -2.8988  1.6458
O  -5.5743  -5.3348  2.0540
O  -4.1843  -3.9008  3.4963
H  -2.6523  -5.2713  3.6848
H  -2.2320  -3.6148  4.1710
H  -1.4605  -4.4427  1.7446
H  -2.2285  -2.8500  1.8714
C  0.4342  2.0073  1.6628
C  1.0065  3.1732  2.4349
O  2.0843  3.6512  1.5985
S  1.6889  3.4249  0.0672
O  1.1944  4.6488  -0.4431
O  2.7527  2.7257  -0.5715
O  0.4830  2.4145  0.2926
H  1.0569  1.1211  1.7836
H  -0.5880  1.7722  1.9434
H  1.3802  2.8852  3.4101
H  0.2756  3.9749  2.5471
C  7.6920  -3.6725  4.0678
C  8.2283  -3.4144  2.6766
O  7.9332  -2.0320  2.4356
S  8.0156  -1.2164  3.8117
O  9.2877  -0.6025  3.9035
O  6.8090  -0.4881  3.9666
O  7.9897  -2.4755  4.8001
H  6.6085  -3.8079  4.0575
H  8.1598  -4.5298  4.5431
H  7.7582  -4.0389  1.9227
H  9.3114  -3.5453  2.6348
C  -7.1819  -1.4777  -1.0660
C  -8.5302  -0.7978  -1.1634
O  -8.3932  0.1134  -2.2647
S  -7.4024  -0.5111  -3.3550
O  -8.1650  -1.1275  -4.3780
O  -6.3985  0.4468  -3.6444
O  -6.7754  -1.6568  -2.4322
H  -6.4470  -0.8423  -0.5689
H  -7.2280  -2.4355  -0.5575
H  -8.7936  -0.2590  -0.2580
H  -9.3214  -1.5102  -1.4066
C  2.6905  6.2446  5.7717
C  3.5859  5.1592  6.3281
O  2.7008  4.3284  7.0954
S  1.2563  4.3128  6.4170
O  1.1385  3.1529  5.6056
O  0.2908  4.6319  7.4005
O  1.4666  5.5676  5.4479
H  2.4724  7.0079  6.5205
H  3.1065  6.7153  4.8858
H  4.3792  5.5498  6.9577
H  4.0201  4.5516  5.5316
C  6.5476  2.5170  -1.9875
C  6.0882  3.3014  -0.7807
O  7.2911  3.5398  -0.0315
S  8.5258  3.6987  -1.0365
O  8.7704  5.0771  -1.2575
O  9.5540  2.8161  -0.6222
O  7.8100  3.1019  -2.3388
H  6.7130  1.4659  -1.7420
H  5.8522  2.5884  -2.8191
H  5.3649  2.7588  -0.1803
H  5.6680  4.2663  -1.0697
C  -4.3284  5.1281  1.6702
C  -4.5853  3.6989  1.2412
O  -3.8867  3.5802  -0.0084
S  -2.5810  4.4961  0.0041
O  -1.4590  3.6856  0.3425
O  -2.5895  5.3033  -1.1582
O  -2.9637  5.3851  1.2840
H  -4.9724  5.8282  1.1350
H  -4.4517  5.2696  2.7400
H  -5.6290  3.4858  1.1060
H  -4.1533  2.9865  1.9419
C  1.5799  -5.1848  5.5746
C  1.8212  -6.2131  4.4911
O  1.0941  -7.3716  4.9330
S  -0.2091  -6.9135  5.7366
O  -1.3153  -6.9376  4.8486
O  -0.2273  -7.5768  6.9857
O  0.2116  -5.3830  5.9615
H  2.2115  -5.3647  6.4465
H  1.7289  -4.1679  5.2227
H  2.8724  -6.4521  4.3645
H  1.4052  -5.8905  3.5345
C  -9.0139  0.3417  3.8586
C  -8.1760  -0.4893  2.9106
O  -7.8677  0.4108  1.8349
S  -7.7319  1.8962  2.3982
O  -6.3545  2.1870  2.6043
O  -8.5510  2.7509  1.6212
O  -8.4120  1.6468  3.8204
H  -10.0446  0.4296  3.5113
H  -9.0059  -0.0471  4.8724
H  -8.7021  -1.3617  2.5357
H  -7.2385  -0.8026  3.3734